[1]
Here is one molecule with the formula C27H42N10O6 in a non-equilibrium geometry from the OMol25 dataset. Energies are from ωB97M-V with the def2-TZVPD basis set.

Gap between HOMO and LUMO = 9.05 eV
Spin multiplicity = 1
SMILES = C#CCOCCOCCOCCNc1nc(N2CCOCC2)nc(N2CCN(C(=O)Cn3cc(C[C@H](C)O)nn3)CC2)n1
Energy relative to the best compared isomer or geometry (same formula, charge and spin) = 0.303 eV
E_HOMO = -8.4 eV

CARTESIAN COORDINATES (ANGSTROEM)
C 0.494 2.987 -1.679
C 0.361 2.680 -2.827
C 0.170 2.352 -4.233
H -0.690 2.922 -4.607
H 1.068 2.656 -4.795
O -0.140 0.996 -4.501
C 0.961 0.126 -4.605
H 1.704 0.539 -5.306
C 1.634 -0.201 -3.265
O 2.604 0.748 -2.867
C 3.906 0.533 -3.357
C 4.842 1.564 -2.714
O 5.009 1.372 -1.333
C 4.072 2.016 -0.481
C 3.552 1.033 0.577
N 2.445 0.241 0.094
C 1.165 0.592 0.373
N 0.939 1.347 1.439
C -0.350 1.624 1.674
N -1.346 1.317 0.843
C -1.012 0.536 -0.182
N 0.219 0.070 -0.419
N -1.989 0.231 -1.059
C -3.334 0.683 -0.827
H -3.766 1.010 -1.777
H -3.297 1.527 -0.139
C -4.139 -0.465 -0.204
N -3.804 -1.703 -0.890
C -3.922 -2.942 -0.375
O -3.766 -3.953 -1.030
C -4.148 -3.025 1.144
N -2.913 -2.608 1.751
C -1.685 -3.111 1.495
C -0.822 -2.287 2.185
N -1.571 -1.350 2.807
N -2.811 -1.544 2.539
C 0.663 -2.319 2.251
H 1.034 -1.291 2.228
H 0.983 -2.762 3.198
C 1.268 -3.122 1.086
O 0.716 -2.759 -0.158
H 0.734 -1.789 -0.250
C 2.791 -2.982 1.090
H 3.067 -1.935 0.986
H 3.212 -3.541 0.258
H 3.203 -3.368 2.018
H 1.006 -4.181 1.206
H -1.530 -3.953 0.856
H -4.955 -2.389 1.507
H -4.356 -4.069 1.395
C -3.205 -1.541 -2.201
H -3.055 -2.536 -2.622
C -1.857 -0.818 -2.049
H -1.552 -0.393 -3.012
H -1.090 -1.519 -1.712
H -3.885 -0.984 -2.850
H -3.876 -0.519 0.853
H -5.216 -0.269 -0.294
N -0.642 2.336 2.776
C 0.315 2.464 3.851
H 1.305 2.229 3.466
C -0.076 1.504 4.983
H 0.573 1.639 5.850
O -1.390 1.760 5.425
C -2.315 1.575 4.371
H -3.300 1.783 4.791
C -2.010 2.525 3.206
H -2.668 2.321 2.363
H -2.123 3.564 3.533
H -2.272 0.539 4.009
H -0.001 0.469 4.617
H 0.287 3.495 4.219
H 2.569 -0.133 -0.837
H 4.374 0.368 0.858
H 3.200 1.575 1.455
H 3.229 2.410 -1.057
H 4.587 2.848 0.020
H 5.836 1.453 -3.158
H 4.464 2.571 -2.928
H 3.950 0.643 -4.451
H 4.247 -0.481 -3.097
H 2.085 -1.201 -3.321
H 0.876 -0.187 -2.474
H 0.547 -0.792 -5.030
H 0.614 3.247 -0.668

Force components x, y, z for each atom (eV/Å):
-0.09 -0.04 -0.49
-0.04 0.04 0.28
-0.09 0.04 -0.49
0.24 -0.03 0.02
-0.17 -0.03 0.03
-0.21 0.29 0.08
0.43 -0.26 0.28
-0.07 -0.07 0.00
-0.38 -0.07 -0.39
0.12 0.20 0.07
0.40 0.22 0.11
-0.22 -0.29 -0.39
-0.12 -0.30 0.14
-0.04 0.09 0.38
0.35 0.28 -0.13
-0.10 -0.01 -0.19
-0.25 -0.21 0.21
0.32 0.10 0.11
0.02 0.11 -0.50
-0.19 0.03 0.12
0.14 0.20 0.16
0.16 -0.13 -0.09
-0.05 -0.01 0.10
-0.30 0.04 0.17
0.00 0.01 0.07
-0.16 -0.09 -0.17
-0.21 0.36 0.18
0.15 0.14 -0.20
-0.31 0.01 0.30
0.07 -0.41 0.01
-0.32 -0.22 -0.35
0.86 -0.20 0.31
0.25 0.36 0.35
-0.26 -0.56 -0.38
0.45 0.13 0.16
-1.07 0.35 0.26
-0.06 -0.18 -0.21
0.06 -0.01 0.04
0.08 0.04 -0.02
0.38 -0.03 0.35
0.07 0.10 -0.29
-0.17 -0.07 -0.07
-0.37 -0.19 -0.05
0.03 0.06 0.02
0.06 -0.06 -0.06
0.12 -0.04 0.14
0.04 0.09 0.07
0.03 -0.19 -0.23
0.12 -0.01 0.02
0.00 0.22 -0.08
0.20 -0.11 -0.17
-0.04 0.19 -0.02
0.14 -0.20 -0.36
0.01 -0.11 0.03
-0.11 -0.01 -0.07
0.04 -0.06 -0.01
-0.08 0.01 -0.15
0.06 0.08 0.04
0.01 -0.07 0.01
0.23 -0.14 0.44
-0.07 0.10 0.13
0.29 0.14 -0.18
0.03 -0.03 -0.09
-0.04 0.08 0.19
-0.18 0.09 -0.32
0.00 -0.02 -0.08
-0.42 -0.12 0.29
-0.02 0.10 0.12
-0.05 -0.07 -0.03
-0.04 0.18 0.08
0.04 0.06 0.03
0.05 -0.07 0.00
-0.08 0.04 0.00
-0.01 0.11 0.08
0.16 -0.07 -0.07
0.05 0.02 0.04
-0.08 -0.08 -0.05
-0.11 0.07 -0.06
0.05 -0.02 -0.02
0.01 -0.02 0.06
0.00 0.06 -0.04
0.00 0.01 0.02
0.13 -0.16 -0.23
0.11 0.04 0.01
0.05 0.15 0.62

=====

[2]
Here is a 3-piece molecular cluster, C27H43BF6N2O8 overall in a non-equilibrium geometry from the OMol25 dataset. Energies are from ωB97M-V with the def2-TZVPD basis set.

Gap between HOMO and LUMO (alpha / beta) = 7.87 / 8.51 eV
Spin multiplicity = 3
E_HOMO (alpha / beta) = -8.9 / -9.5 eV

CARTESIAN COORDINATES (ANGSTROEM)
C 1.768 -2.959 1.706
C 1.843 -2.771 0.097
O 1.008 -3.433 -0.556
O 2.867 -1.922 -0.455
C 2.343 -0.960 -1.372
O 1.605 -1.199 -2.348
C 2.783 0.590 -1.178
B 1.804 1.401 -0.160
C 0.181 1.583 -0.411
O -0.210 2.615 -1.002
C -0.744 0.372 0.098
F -0.939 -0.528 -0.981
F 0.042 -0.353 1.073
C -2.092 0.802 0.851
F -2.713 1.962 0.344
F -1.774 1.065 2.230
C -3.166 -0.411 0.857
F -2.523 -1.670 1.099
F -4.107 -0.255 1.923
C -4.003 -0.536 -0.509
O -4.992 -1.316 -0.582
O -3.672 0.161 -1.703
H 0.851 -2.461 2.161
H 1.616 -4.096 1.849
H 2.749 -2.707 2.228
H 2.658 1.103 -2.209
H 3.898 0.687 -0.926
H 2.295 1.842 0.828
H -4.426 0.130 -2.334
C -4.488 4.261 2.479
C -5.527 3.613 3.434
C -6.562 2.802 2.617
C -7.575 3.671 1.879
C -8.232 4.668 2.829
C -7.210 5.512 3.616
N -6.159 4.678 4.271
O -6.726 4.071 5.350
C -6.555 6.543 2.665
C -7.976 6.397 4.634
C -4.692 2.608 4.269
H -4.078 5.184 2.901
H -3.631 3.605 2.303
H -4.897 4.482 1.492
H -7.110 2.128 3.285
H -6.045 2.160 1.895
H -7.098 4.195 1.046
H -8.345 3.031 1.435
H -8.898 5.321 2.255
H -8.876 4.115 3.524
H -5.762 7.100 3.174
H -7.292 7.274 2.319
H -6.137 6.105 1.762
H -8.597 5.812 5.316
H -8.651 7.085 4.117
H -7.284 6.999 5.230
H -3.938 3.124 4.872
H -4.168 1.904 3.615
H -5.307 1.999 4.936
C 7.147 -2.099 -3.988
C 7.667 -3.228 -3.056
C 8.301 -4.359 -3.900
C 7.279 -5.233 -4.619
C 6.225 -5.752 -3.647
C 5.554 -4.627 -2.831
N 6.545 -3.711 -2.193
O 7.095 -4.367 -1.134
C 4.601 -3.825 -3.750
C 4.597 -5.270 -1.794
C 8.801 -2.550 -2.244
H 6.302 -1.567 -3.539
H 7.913 -1.342 -4.177
H 6.845 -2.464 -4.970
H 8.908 -5.003 -3.254
H 8.991 -3.932 -4.637
H 6.806 -4.679 -5.436
H 7.791 -6.081 -5.085
H 5.469 -6.314 -4.206
H 6.699 -6.473 -2.970
H 4.175 -2.966 -3.223
H 3.765 -4.449 -4.081
H 5.071 -3.465 -4.663
H 5.105 -5.975 -1.130
H 3.806 -5.837 -2.294
H 4.112 -4.505 -1.181
H 8.411 -1.737 -1.624
H 9.554 -2.124 -2.913
H 9.334 -3.251 -1.597

Force components x, y, z for each atom (eV/Å):
0.94 -0.95 -0.61
-3.33 -3.05 -0.01
3.65 3.12 1.69
-2.23 0.90 -0.08
-1.67 0.93 -3.64
2.65 0.08 4.00
0.44 -0.37 -0.41
0.05 -1.11 -0.37
0.35 1.95 -1.45
0.68 -3.55 2.01
0.65 -0.76 -0.07
-0.03 2.03 2.38
-1.37 1.49 -2.02
-0.98 0.00 1.75
1.51 -2.56 0.92
-0.49 -0.38 -3.16
-0.47 -0.91 0.80
-1.25 3.06 -0.66
2.23 -0.02 -2.62
-4.26 -2.59 -3.03
3.99 3.01 1.31
0.39 -0.29 2.92
1.40 -0.35 -0.86
0.19 1.87 -0.37
-1.46 0.05 -0.69
0.03 -1.12 1.44
-1.71 -0.28 0.00
-0.28 0.31 -0.06
0.39 -0.50 0.86
0.07 0.25 -0.21
1.73 -0.56 -1.04
-0.34 0.17 0.12
0.01 -0.01 -0.02
0.08 -0.42 0.04
-0.45 1.94 -0.76
-2.73 -2.74 2.01
1.38 1.44 -1.54
0.20 -0.06 -0.25
0.14 -0.55 0.45
-0.50 0.16 0.58
-0.15 -0.09 -0.03
-0.24 -0.10 0.14
-0.03 0.11 0.07
0.12 0.11 0.13
0.17 0.12 0.20
0.02 0.02 0.03
0.09 0.07 0.02
0.16 0.15 0.18
0.18 0.09 0.11
-0.07 -0.12 0.00
-0.05 -0.17 0.21
0.07 -0.05 0.09
0.25 -0.06 -0.05
0.22 -0.16 -0.20
-0.02 -0.13 -0.05
-0.12 0.01 -0.05
-0.14 0.29 -0.17
-0.03 0.27 0.00
-0.23 0.10 -0.21
0.76 1.62 -1.04
-0.20 -0.31 0.12
0.01 0.01 -0.02
0.44 0.02 0.04
-2.04 -0.16 -0.73
2.38 -3.10 1.93
-1.25 1.60 -1.48
0.10 0.19 -0.24
0.56 0.03 0.45
-0.22 -0.49 0.58
0.06 -0.16 -0.04
0.07 -0.25 0.13
-0.11 -0.01 0.09
-0.10 0.13 0.14
-0.10 0.18 0.20
-0.02 0.02 0.03
-0.05 0.10 0.02
-0.12 0.19 0.19
-0.06 0.18 0.12
0.08 -0.10 -0.01
0.16 -0.06 0.22
0.06 0.06 0.08
0.11 0.24 -0.04
0.18 0.22 -0.21
0.11 -0.02 -0.07
-0.03 -0.11 -0.05
-0.31 -0.10 -0.16
-0.27 0.02 0.01

=====

The calculation returns the following energy values, one per record and in order: -2052.99273; -2389.80442 Ha.